No. 1
{
  "formula": "C15H23F5NPPd",
  "method": "ωB97M-V with the def2-TZVPD basis set",
  "multiplicity": 5,
  "e_tot_ev": -43752.2717,
  "s_squared": 6.02,
  "charge": 2,
  "symbols": ["C", "C", "C", "C", "C", "C", "C", "C", "N", "Pd", "C", "P", "H", "H", "H", "H", "H", "H", "H", "H", "C", "C", "H", "C", "C", "H", "H", "H", "H", "H", "H", "H", "H", "H", "H", "H", "H", "H", "H", "F", "C", "F", "C", "F", "F", "F"],
  "coordinates": [[1.74895, -0.98491, -3.07934], [1.28609, 0.27469, -2.71381], [0.88138, 0.53611, -1.38887], [1.14155, -0.42623, -0.41187], [1.50698, -1.71715, -0.79253], [1.84400, -1.99465, -2.12361], [0.21920, 1.84375, -1.10271], [-0.98818, 2.15931, -2.03355], [-2.22616, 1.50344, -1.73346], [1.12271, -0.04163, 1.64653], [1.49637, -2.78847, 0.25471], [0.39318, -2.16315, 1.59497], [1.22382, 1.08057, -3.45138], [2.17275, -3.00158, -2.38817], [2.01152, -1.18463, -4.11907], [2.48238, -2.94257, 0.72157], [1.11639, -3.75590, -0.10076], [-0.09641, 1.92070, -0.05932], [0.94899, 2.65492, -1.26637], [-1.18863, 3.24143, -1.94688], [0.64018, -3.31546, 2.95469], [-1.25610, -2.42409, 0.90062], [-0.72461, 1.93288, -3.07498], [-2.63703, 0.30511, -2.40227], [-3.05740, 1.98302, -0.66406], [0.23208, 0.47554, 3.12938], [-3.45624, 0.50629, -3.11810], [-1.78553, -0.13089, -2.94446], [-3.02412, -0.42169, -1.66730], [-4.02589, 2.35751, -1.04578], [-3.28743, 1.16593, 0.04397], [-2.54238, 2.79820, -0.13470], [-1.42287, -3.50039, 0.75488], [-2.00062, -2.01915, 1.59545], [-1.35542, -1.90372, -0.05993], [0.53048, -4.34664, 2.59261], [1.64652, -3.16840, 3.36948], [-0.10407, -3.10736, 3.73132], [-0.19253, -0.13243, 2.91853], [2.56366, 2.38877, 1.02454], [1.99130, 1.87069, 2.17131], [2.98634, 1.65516, 3.08967], [1.02748, 2.93616, 2.71268], [1.68638, 4.09636, 2.94684], [0.05024, 3.21304, 1.79353], [0.42068, 2.57154, 3.87596]],
  "forces_ev_per_a": [[0.199, -0.224, -0.022], [-0.160, 0.414, 0.685], [0.288, -0.165, -1.167], [-0.953, 0.459, -1.073], [0.336, -0.864, -0.575], [0.088, 0.080, 0.378], [-0.096, 0.420, 0.229], [0.270, 0.985, -0.645], [-0.204, -0.442, 0.525], [0.965, 0.877, -1.144], [-0.114, -0.064, 0.641], [0.655, -2.619, -0.223], [0.037, -0.362, 0.130], [-0.111, 0.315, -0.004], [-0.068, 0.027, 0.294], [-0.186, 0.002, -0.268], [0.191, 0.207, -0.052], [0.013, -0.056, -0.120], [-0.361, -0.139, 0.008], [0.078, -0.334, -0.064], [-0.222, -0.167, 0.159], [-0.331, 0.231, 0.245], [-0.124, 0.057, 0.304], [0.192, -0.786, -0.375], [-0.069, 0.482, 0.728], [-0.506, 0.488, 0.691], [0.245, 0.111, 0.219], [-0.323, 0.190, 0.122], [0.079, 0.335, -0.236], [0.350, -0.159, -0.057], [0.111, 0.237, -0.352], [-0.266, -0.279, -0.199], [0.003, 0.268, 0.076], [-0.033, -0.210, -0.147], [0.136, -0.130, 0.202], [-0.011, 0.167, 0.210], [-0.288, -0.061, -0.107], [0.178, -0.187, -0.013], [-0.734, 0.008, 0.251], [-0.975, -1.140, 1.378], [3.208, 1.893, 0.661], [-1.460, 0.104, -1.288], [-1.122, 2.093, 1.050], [-0.512, -1.454, -0.349], [0.825, -0.581, 0.737], [0.782, -0.027, -1.443]]
}

=====

No. 2
{
  "formula": "C15H23IN2O2P",
  "method": "ωB97M-V with the def2-TZVPD basis set",
  "multiplicity": 1,
  "e_tot_ev": -40388.7276,
  "charge": -1,
  "symbols": ["C", "C", "P", "C", "N", "N", "C", "C", "O", "I", "C", "C", "C", "O", "C", "C", "C", "C", "C", "C", "C", "H", "H", "H", "H", "H", "H", "H", "H", "H", "H", "H", "H", "H", "H", "H", "H", "H", "H", "H", "H", "H", "H", "H"],
  "coordinates": [[-0.23696, 0.97295, 2.71618], [-0.05917, 0.08621, 1.88352], [0.70042, -1.32500, 0.82393], [2.45654, -1.09681, 1.59142], [-0.96011, -1.58181, 0.11670], [0.35320, -2.44383, 2.20915], [1.27014, -2.87946, -0.19368], [0.36698, -3.22786, -1.41926], [0.43147, -2.70981, -2.50089], [-1.18005, -4.81399, -1.27508], [1.08054, -0.21214, -0.67230], [1.73178, 1.20307, -0.40622], [3.15857, 1.21607, -1.15070], [0.95029, 2.20189, -1.12310], [-0.04007, 2.82344, -0.30881], [-1.48157, 2.19080, -0.53708], [-1.85895, 1.65216, -1.88244], [-3.15734, 1.02483, -2.17008], [-4.17102, 0.91186, -1.08977], [-3.85378, 1.47131, 0.25139], [-2.52199, 2.10162, 0.50593], [-0.40339, 1.86444, 3.35819], [2.86348, -2.07065, 2.01610], [3.22803, -0.79187, 0.81195], [2.42038, -0.29223, 2.38835], [-1.42620, -2.38333, 0.55251], [-1.51692, -0.74134, 0.31808], [-0.60359, -2.29579, 2.56878], [0.93402, -2.20350, 3.02746], [1.22376, -3.77562, 0.49894], [2.35002, -2.80215, -0.51816], [1.76936, -0.80075, -1.35587], [0.13270, -0.08009, -1.27801], [1.95962, 1.46275, 0.66100], [3.11410, 0.73080, -2.16224], [3.40215, 2.31714, -1.31624], [3.97577, 0.82224, -0.48703], [-0.14038, 3.89058, -0.69761], [0.22634, 2.91838, 0.77819], [-1.09972, 1.69443, -2.70402], [-3.37375, 0.60773, -3.18780], [-5.15719, 0.41574, -1.26549], [-4.58210, 1.43081, 1.10920], [-2.27540, 2.51677, 1.51490]],
  "forces_ev_per_a": [[-0.162, 0.338, -0.248], [0.842, 1.697, 1.328], [-0.704, -0.565, -0.346], [1.270, 0.177, -0.157], [-0.251, -0.237, 0.581], [-0.759, 0.133, 1.424], [0.156, -2.677, -0.253], [1.601, 2.306, -0.837], [-0.044, -0.989, 1.390], [0.061, -0.199, 0.315], [0.112, 0.541, -0.394], [1.481, -1.387, -2.062], [-0.457, 1.626, 0.425], [0.067, 0.405, 1.847], [-1.550, 0.878, -0.925], [-2.438, -1.403, -0.606], [-0.977, -0.103, 1.396], [0.330, 0.832, 2.607], [2.302, 1.332, 0.866], [1.908, 0.260, -1.839], [-0.312, -0.691, -2.003], [0.135, -1.407, -0.816], [-0.659, 1.123, -0.314], [-0.956, -0.225, 0.846], [0.139, -1.014, -0.775], [0.033, 0.392, -0.091], [0.056, -0.497, -0.196], [0.540, -0.079, -0.428], [-0.259, -0.107, -0.638], [0.026, 1.142, -0.781], [-1.203, 0.078, -0.140], [-0.738, 0.731, 0.873], [1.154, 0.008, 0.829], [-0.840, -0.071, -0.829], [0.081, 0.265, 1.115], [-0.148, -1.248, 0.121], [-0.862, -0.005, -0.802], [0.214, -1.135, 0.405], [-0.244, -0.548, -0.963], [-0.754, -0.047, 0.937], [0.310, 0.492, 1.177], [1.076, 0.522, 0.140], [0.821, -0.057, -1.182], [-0.399, -0.588, -0.996]]
}

=====

no.,F_max (eV/Å)
1,3.78
2,2.93